# 1
A cluster of 2 separate species, CHN2O2P in total, computed with ωB97M-V/def2-TZVPD.

Last column: Löwdin spin population.
Cartesian coordinates (Å):
C (0.11, -1.58, 0.51)  0.093
N (-0.27, -2.29, -0.32)  0.162
N (-0.65, 0.79, -0.05)  0.071
O (-1.26, 0.31, -0.96)  -0.013
O (-0.50, 1.96, 0.24)  0.119
P (0.25, -0.02, 1.30)  0.665
H (2.33, 0.83, -0.73)  0.903

Calculated values
Molar mass   104.0 g/mol
Highest occupied orbital energy (spin up / spin down)   -0.3733 / -0.4228 hartree
Net charge   0
2S+1   3
HOMO-LUMO gap (spin up / spin down)   9.88 / 8.19 eV
Max |F|   1.55 eV/A


# 2
A cluster of 2 separate species, CHN2O3P in total, computed with ωB97M-V/def2-TZVPD.

Last column: natural (NBO) charge in e.
Cartesian coordinates (Å):
C (-1.43, 0.04, -0.02)  -0.414
N (-2.31, 0.82, 0.66)  -0.258
N (-1.88, 1.60, -0.27)  -0.318
O (1.52, -1.28, 1.32)  -1.183
O (1.75, -1.01, -1.24)  -1.184
O (2.35, 0.91, 0.28)  -1.183
P (1.65, -0.39, 0.10)  2.432
H (-1.66, -0.70, -0.83)  0.108

Calculated values
Molar mass   120.0 g/mol
Highest occupied orbital energy   0.0546 hartree
Net charge   -2
2S+1   1
HOMO-LUMO gap   5.89 eV
Max |F|   3.20 eV/A


# 3
A cluster of 2 separate species, CHN3O in total, computed with ωB97M-V/def2-TZVPD.

Last column: natural (NBO) charge in e.
Cartesian coordinates (Å):
N (-2.51, -0.84, 0.17)  -0.035
N (-1.44, -1.12, -0.05)  0.417
O (-0.32, -1.42, -0.30)  -0.371
C (1.43, 1.10, 0.05)  0.060
N (1.65, 2.21, 0.26)  -0.309
H (1.20, 0.07, -0.14)  0.239

Calculated values
Molar mass   71.0 g/mol
Highest occupied orbital energy   -0.4629 hartree
Net charge   0
SMILES   N#[N+][O-].C#N
2S+1   1
HOMO-LUMO gap   13.40 eV
Max |F|   1.52 eV/A


# 4
The molecule CHN3O, computed with ωB97M-V/def2-TZVPD.

Last column: natural (NBO) charge in e.
Cartesian coordinates (Å):
C (-0.33, -0.20, 0.63)  0.326
N (-0.69, -0.67, -0.53)  -0.321
N (0.16, -0.07, -1.41)  -0.032
N (0.93, 0.72, -0.84)  0.092
O (0.66, 0.66, 0.54)  -0.289
H (-0.73, -0.45, 1.62)  0.222

Calculated values
Molar mass   71.0 g/mol
Highest occupied orbital energy   -0.4396 hartree
Net charge   0
SMILES   c1nnno1
2S+1   1
HOMO-LUMO gap   12.47 eV
Max |F|   0.97 eV/A


# 5
A cluster of 2 separate species, CHN3O2 in total, computed with ωB97M-V/def2-TZVPD.

Last column: natural (NBO) charge in e.
Cartesian coordinates (Å):
O (-2.21, 0.59, -0.19)  -0.524
C (-1.31, 0.70, 0.55)  1.038
N (0.09, -0.74, -0.66)  -0.599
N (1.16, -0.51, -0.09)  0.244
N (1.95, -0.23, 0.67)  -0.002
O (-0.48, 0.90, 1.35)  -0.546
H (0.14, -0.88, -1.66)  0.389

Calculated values
Molar mass   87.0 g/mol
Highest occupied orbital energy   -0.3881 hartree
Net charge   0
2S+1   1
HOMO-LUMO gap   11.16 eV
Max |F|   1.49 eV/A


# 6
The molecule CHN3O2, computed with ωB97M-V/def2-TZVPD.

Last column: natural (NBO) charge in e.
Cartesian coordinates (Å):
O (1.96, -0.55, 0.10)  -0.597
C (0.76, -0.56, -0.07)  0.848
N (0.00, 0.69, 0.30)  -0.456
N (-1.26, 0.60, 0.02)  0.082
N (-1.72, -0.39, -0.42)  0.204
O (-0.11, -1.39, -0.50)  -0.510
H (0.37, 1.59, 0.58)  0.429

Calculated values
Molar mass   87.0 g/mol
Highest occupied orbital energy   -0.4027 hartree
Net charge   0
2S+1   1
HOMO-LUMO gap   9.87 eV
Max |F|   1.37 eV/A


# 7
The molecule CHN3O3, computed with ωB97M-V/def2-TZVPD.

Last column: natural (NBO) charge in e.
Cartesian coordinates (Å):
O (0.96, 1.65, 0.08)  -0.558
C (0.19, 0.76, 0.09)  0.793
O (-1.13, 0.96, -0.17)  -0.313
N (-1.67, -0.39, -0.11)  0.096
N (-0.79, -1.29, 0.16)  0.020
N (0.37, -0.63, 0.26)  -0.060
O (1.59, -1.15, -0.24)  -0.478
H (2.06, -0.13, -0.09)  0.500

Calculated values
Molar mass   103.0 g/mol
Highest occupied orbital energy   -0.3886 hartree
Net charge   0
SMILES   O=c1onnn1O
2S+1   1
HOMO-LUMO gap   10.39 eV
Max |F|   4.91 eV/A


# 8
The molecule CHN3O4, computed with ωB97M-V/def2-TZVPD.

Last column: natural (NBO) charge in e.
Cartesian coordinates (Å):
O (0.64, -0.47, -2.44)  -0.276
N (-0.20, 0.30, -1.98)  0.116
C (-0.22, 0.47, -0.62)  0.167
N (-1.13, 1.15, 0.01)  0.159
O (-1.18, 1.32, 1.18)  -0.150
N (0.63, -0.19, 0.34)  0.279
O (0.53, 0.52, 1.38)  -0.259
O (0.41, -1.54, 0.58)  -0.520
H (0.52, -1.58, 1.55)  0.486

Calculated values
Molar mass   119.0 g/mol
Highest occupied orbital energy (spin up / spin down)   -0.3667 / -0.3668 hartree
Net charge   0
SMILES   O=NC(N=O)=[N+]([O-])O
2S+1   1
HOMO-LUMO gap (spin up / spin down)   8.26 / 8.27 eV
Max |F|   2.59 eV/A


# 9
A cluster of 3 separate species, CHN3O4 in total, computed with ωB97M-V/def2-TZVPD.

Last column: natural (NBO) charge in e.
Cartesian coordinates (Å):
C (-1.09, -0.98, -1.13)  0.863
N (-1.32, -0.18, -0.27)  -0.785
N (1.30, 1.14, 0.36)  0.256
N (2.43, -0.22, -1.25)  0.498
O (-1.06, -1.68, -2.04)  -0.505
O (1.75, -0.86, -0.52)  -0.333
O (3.16, -0.40, -2.16)  -0.302
O (2.01, 1.51, -0.46)  -0.119
H (-0.84, 0.14, 0.54)  0.427

Calculated values
Molar mass   119.0 g/mol
Highest occupied orbital energy (spin up / spin down)   -0.3490 / -0.3449 hartree
Net charge   0
2S+1   1
HOMO-LUMO gap (spin up / spin down)   8.31 / 7.96 eV
Max |F|   3.01 eV/A


# 10
A cluster of 2 separate species, CHN3O5 in total, computed with ωB97M-V/def2-TZVPD.

Last column: natural (NBO) charge in e.
Cartesian coordinates (Å):
C (-1.78, 1.38, -0.16)  0.867
N (1.61, -0.29, 0.35)  -0.083
N (-1.45, -0.12, -0.34)  -0.521
N (-2.29, -1.04, -0.15)  0.577
O (-1.58, 1.72, 1.02)  -0.802
O (2.29, 0.41, -0.44)  -0.362
O (-2.05, 1.95, -1.20)  -0.780
O (-3.38, -0.87, 0.38)  -0.605
O (-1.87, -2.20, -0.39)  -0.659
H (0.45, -0.10, 0.10)  0.368

Calculated values
Molar mass   135.0 g/mol
Highest occupied orbital energy (spin up / spin down)   0.0074 / 0.0074 hartree
Net charge   -2
2S+1   1
HOMO-LUMO gap (spin up / spin down)   6.39 / 6.39 eV
Max |F|   3.86 eV/A


# 11
The molecule CHN3O5S, computed with ωB97M-V/def2-TZVPD.

Last column: natural (NBO) charge in e.
Cartesian coordinates (Å):
C (1.53, 1.27, 0.20)  0.509
N (2.14, 1.95, -0.53)  -0.331
N (-0.59, 0.45, -0.70)  -0.420
N (0.26, -0.56, 0.92)  0.216
O (-0.65, -0.61, 1.70)  -0.278
O (1.05, 0.61, 1.14)  -0.362
O (1.23, -1.11, -1.42)  -0.812
O (-1.02, -2.00, -0.69)  -0.841
O (-1.81, 0.65, -0.34)  -0.487
S (-0.07, -1.01, -0.85)  2.328
H (-2.06, 0.35, 0.56)  0.477

Calculated values
Molar mass   167.1 g/mol
Highest occupied orbital energy (spin up / spin down)   -0.4041 / -0.4041 hartree
Net charge   0
2S+1   1
HOMO-LUMO gap (spin up / spin down)   8.53 / 8.53 eV
Max |F|   5.23 eV/A


# 12
A cluster of 2 separate species, CHN3S in total, computed with ωB97M-V/def2-TZVPD.

Last column: natural (NBO) charge in e.
Cartesian coordinates (Å):
N (-0.12, -1.06, -0.91)  -0.308
C (0.74, -0.79, -0.21)  0.049
S (2.15, -0.45, 0.69)  0.070
H (2.30, 0.82, 0.03)  0.187
N (-2.32, 0.75, 0.71)  -0.011
N (-2.75, 0.73, -0.30)  0.013

Calculated values
Molar mass   87.1 g/mol
Highest occupied orbital energy   -0.3862 hartree
Net charge   0
SMILES   N#CS.N#N
2S+1   1
HOMO-LUMO gap   10.68 eV
Max |F|   2.14 eV/A


# 13
A cluster of 2 separate species, CHN4PS in total, computed with ωB97M-V/def2-TZVPD.

Last column: natural (NBO) charge in e.
Cartesian coordinates (Å):
C (-0.74, -1.15, 0.86)  0.058
N (-0.14, -2.07, 0.61)  -0.311
N (-1.67, 1.87, -0.13)  -0.104
N (-0.76, 1.22, -0.40)  0.253
N (0.20, 0.57, -0.55)  -0.629
P (1.89, 0.63, -0.22)  0.810
S (2.52, -0.83, -1.29)  -0.302
H (-1.29, -0.24, 1.11)  0.226

Calculated values
Molar mass   132.1 g/mol
Highest occupied orbital energy   -0.3606 hartree
Net charge   0
2S+1   1
HOMO-LUMO gap   7.99 eV
Max |F|   5.40 eV/A


# 14
The molecule CHNO, computed with ωB97M-V/def2-TZVPD.

Last column: natural (NBO) charge in e.
Cartesian coordinates (Å):
C (-0.45, 0.04, -0.01)  0.246
N (0.22, -0.94, 0.30)  -0.073
O (1.24, 0.01, 0.03)  -0.427
H (-1.00, 0.89, -0.31)  0.254

Calculated values
Molar mass   43.0 g/mol
Highest occupied orbital energy   -0.3620 hartree
Net charge   0
SMILES   C1=NO1
2S+1   1
HOMO-LUMO gap   10.41 eV
Max |F|   3.73 eV/A


# 15
A cluster of 2 separate species, CHNO in total, computed with ωB97M-V/def2-TZVPD.

Last column: natural (NBO) charge in e.
Cartesian coordinates (Å):
C (-3.18, -0.65, 0.04)  0.438
N (-3.70, 0.37, -0.07)  -0.444
O (-0.13, -0.60, 0.09)  -0.411
H (-0.02, -0.41, -0.94)  0.418

Calculated values
Molar mass   43.0 g/mol
Highest occupied orbital energy (spin up / spin down)   -0.4694 / -0.4405 hartree
Net charge   0
2S+1   1
HOMO-LUMO gap (spin up / spin down)   8.55 / 9.68 eV
Max |F|   2.86 eV/A


# 16
A cluster of 2 separate species, CHNO in total, computed with ωB97M-V/def2-TZVPD.

Last column: natural (NBO) charge in e.
Cartesian coordinates (Å):
C (-0.49, 1.31, -0.88)  0.508
N (-0.10, -1.08, 1.34)  -0.207
O (-0.10, 1.42, -1.92)  -0.507
H (0.69, -1.65, 1.46)  0.207

Calculated values
Molar mass   43.0 g/mol
Highest occupied orbital energy (spin up / spin down)   -0.4199 / -0.4193 hartree
Net charge   0
2S+1   1
HOMO-LUMO gap (spin up / spin down)   10.14 / 10.12 eV
Max |F|   2.81 eV/A


# 17
A cluster of 2 separate species, CHNO2 in total, computed with ωB97M-V/def2-TZVPD.

Last column: natural (NBO) charge in e.
Cartesian coordinates (Å):
C (-0.77, 0.51, 0.01)  0.333
N (1.39, -0.75, -0.83)  0.217
O (-1.88, 0.66, -0.44)  -0.465
O (1.87, -1.08, 0.18)  -0.205
H (-0.61, 0.66, 1.07)  0.119

Calculated values
Molar mass   59.0 g/mol
Highest occupied orbital energy (spin up / spin down)   -0.3179 / -0.3245 hartree
Net charge   0
2S+1   1
HOMO-LUMO gap (spin up / spin down)   8.58 / 8.32 eV
Max |F|   3.49 eV/A


# 18
The molecule CHNO3, computed with ωB97M-V/def2-TZVPD.

Last column: natural (NBO) charge in e.
Cartesian coordinates (Å):
O (1.89, 1.02, 0.04)  -0.453
C (1.08, 0.20, -0.05)  0.761
N (0.49, -0.85, -0.03)  -0.270
O (-0.83, -1.12, -0.16)  -0.069
O (-1.58, 0.00, 0.27)  -0.406
H (-1.05, 0.74, -0.08)  0.438

Calculated values
Molar mass   75.0 g/mol
Highest occupied orbital energy   -0.3771 hartree
Net charge   0
SMILES   O=C=NOO
2S+1   1
HOMO-LUMO gap   10.04 eV
Max |F|   1.48 eV/A


# 19
The ion CHNO3P with charge -1, computed with ωB97M-V/def2-TZVPD.

Last column: natural (NBO) charge in e.
Cartesian coordinates (Å):
O (-2.59, 0.20, 0.12)  -1.135
P (-1.37, -0.55, -0.17)  1.417
N (-0.12, 0.46, 0.05)  -1.150
C (1.27, -0.37, -0.05)  0.934
O (2.29, 0.25, -0.28)  -0.711
O (0.85, -1.48, 0.23)  -0.746
H (-0.34, 1.48, 0.09)  0.390

Calculated values
Molar mass   106.0 g/mol
Highest occupied orbital energy   -0.1661 hartree
Net charge   -1
SMILES   O=PNC(=O)[O-]
2S+1   1
HOMO-LUMO gap   8.91 eV
Max |F|   2.85 eV/A


# 20
A structure of composition CHNO3S, computed with ωB97M-V/def2-TZVPD.

Last column: natural (NBO) charge in e.
Cartesian coordinates (Å):
C (1.22, 0.17, -0.10)  0.377
N (-0.60, -0.49, 0.24)  0.314
O (0.38, -0.70, -0.79)  -0.333
O (0.22, 0.50, 0.86)  -0.351
O (-1.73, 0.11, -0.31)  -0.510
S (2.75, 0.63, -0.31)  0.019
H (-2.24, -0.22, 0.41)  0.486

Calculated values
Molar mass   107.1 g/mol
Highest occupied orbital energy   -0.3680 hartree
Net charge   0
2S+1   1
HOMO-LUMO gap   10.17 eV
Max |F|   2.64 eV/A